Record 1
Below is a gas-phase ion, C26H22NO6S2 (charge -1) in a non-equilibrium geometry, with properties calculated with wB97M-V/def2-TZVPD.

Calculated total energy (hartree): -2306.5223
Charge: -1
SMILES string: COc1ccc([C@H](C(S(=O)(=O)c2ccccc2)=[S@@](=O)([O-])c2ccccc2)n2ccccc2=O)cc1
Orbital gap (eV): 7.23

CARTESIAN COORDINATES (ANGSTROEM)
C: -5.336 0.278 -3.008
O: -5.418 0.323 -1.562
C: -4.311 0.003 -0.840
C: -4.301 0.436 0.505
C: -3.085 0.575 1.145
C: -1.908 0.126 0.540
C: -0.548 0.349 1.245
C: 0.570 0.269 0.254
S: 2.225 -0.322 0.542
O: 3.176 0.637 0.018
O: 2.364 -0.794 1.903
C: 2.469 -1.789 -0.479
C: 2.494 -3.057 0.112
C: 2.664 -4.191 -0.686
C: 2.849 -4.062 -2.066
C: 2.860 -2.790 -2.645
C: 2.675 -1.657 -1.853
S: 0.416 1.360 -1.099
O: 0.736 0.623 -2.309
O: -0.831 2.087 -1.004
C: 1.639 2.657 -0.976
C: 2.281 3.080 -2.138
C: 3.242 4.089 -2.046
C: 3.505 4.693 -0.811
C: 2.778 4.321 0.326
C: 1.813 3.315 0.239
N: -0.478 -0.455 2.361
C: -0.335 -1.803 2.257
C: -0.383 -2.589 3.385
C: -0.939 -2.069 4.576
C: -1.326 -0.759 4.623
C: -0.992 0.153 3.546
O: -1.194 1.381 3.570
C: -1.980 -0.591 -0.651
C: -3.152 -0.593 -1.395
H: -6.358 0.491 -3.321
H: -4.644 1.049 -3.380
H: -5.027 -0.717 -3.362
H: -5.232 0.742 0.981
H: -3.031 1.060 2.117
H: -0.511 1.402 1.564
H: 2.382 -3.151 1.191
H: 2.655 -5.176 -0.219
H: 2.990 -4.949 -2.687
H: 3.014 -2.667 -3.717
H: 2.683 -0.671 -2.309
H: 2.042 2.594 -3.084
H: 3.786 4.384 -2.945
H: 4.277 5.461 -0.733
H: 2.961 4.796 1.291
H: 1.205 3.031 1.097
H: -0.147 -2.165 1.241
H: -0.057 -3.621 3.284
H: -1.108 -2.730 5.425
H: -1.875 -0.294 5.437
H: -1.100 -1.117 -1.033
H: -3.144 -0.989 -2.416

***

Record 2
Below is a molecular structure, C26H23As2BrGaO5S2, with properties calculated with wB97M-V/def2-TZVPD.

Calculated total energy (hartree): -11147.6753
Charge: -1
Orbital gap (eV): 7.30

CARTESIAN COORDINATES (ANGSTROEM)
Ga: 2.274 -1.747 -0.549
O: 5.210 0.005 4.319
C: 4.495 -0.068 3.343
C: 4.882 0.236 1.907
O: 5.760 0.990 1.522
C: 3.935 -0.542 1.129
C: 2.868 -0.970 1.927
O: 1.894 -1.644 1.393
C: 3.066 -0.574 3.310
O: 2.293 -0.614 4.250
O: 3.962 -0.848 -0.138
S: 1.794 -0.637 -2.490
C: 0.075 -0.826 -2.879
C: -0.199 -0.771 -4.244
C: -1.497 -0.807 -4.707
C: -2.544 -0.920 -3.807
C: -2.271 -0.997 -2.454
C: -0.970 -0.936 -1.957
As: -0.648 -0.928 -0.015
C: -2.454 -0.326 0.486
C: -2.721 1.017 0.237
C: -3.967 1.554 0.498
C: -4.966 0.756 1.033
C: -4.698 -0.572 1.319
C: -3.451 -1.113 1.047
C: -0.850 -2.842 0.331
C: -0.756 -3.243 1.663
C: -0.771 -4.584 1.998
C: -0.872 -5.544 1.004
C: -0.983 -5.156 -0.319
C: -0.971 -3.813 -0.655
H: 0.635 -0.685 -4.926
H: -1.687 -0.751 -5.769
H: -3.567 -0.938 -4.162
H: -3.090 -1.098 -1.752
H: -1.927 1.637 -0.165
H: -4.158 2.598 0.291
H: -5.947 1.167 1.229
H: -5.466 -1.195 1.758
H: -3.256 -2.157 1.269
H: -0.631 -2.482 2.429
H: -0.680 -4.878 3.032
H: -0.850 -6.594 1.258
H: -1.063 -5.903 -1.095
H: -1.035 -3.523 -1.701
C: 0.560 5.194 1.369
As: 1.494 4.029 0.083
C: 3.391 4.350 0.419
C: 1.170 4.943 -1.628
S: 0.864 2.067 0.072
H: 0.867 6.227 1.214
H: 0.797 4.890 2.390
H: -0.519 5.104 1.221
H: 3.602 5.416 0.363
H: 3.975 3.817 -0.333
H: 3.672 3.967 1.401
H: 1.397 6.004 -1.560
H: 0.124 4.804 -1.908
H: 1.797 4.480 -2.391
Br: 2.610 -4.023 -0.909

***

Record 3
Below is a molecular structure, C26H23AuN2O7, with properties calculated with wB97M-V/def2-TZVPD.

Calculated total energy (hartree): -1776.4560
Orbital gap (eV): 8.31

CARTESIAN COORDINATES (ANGSTROEM)
Au: -0.557 -0.500 0.959
O: -0.557 1.420 1.377
C: -0.001 1.703 2.598
C: -0.653 2.662 3.367
C: -0.131 3.048 4.588
C: 1.049 2.481 5.052
C: 1.696 1.530 4.284
C: 1.189 1.119 3.053
C: 1.994 0.086 2.289
O: 3.087 -0.247 2.701
O: 1.485 -0.415 1.192
H: 0.215 2.054 0.261
H: -1.567 3.091 2.979
H: -0.647 3.794 5.179
H: 1.463 2.782 6.006
H: 2.622 1.079 4.612
C: -5.309 -0.270 0.494
C: -4.751 -0.898 1.600
C: -3.371 -0.984 1.730
C: -2.550 -0.434 0.751
C: -3.101 0.204 -0.352
C: -4.486 0.278 -0.478
H: -6.385 -0.203 0.394
H: -5.391 -1.318 2.366
H: -2.942 -1.478 2.593
H: -2.451 0.639 -1.101
H: -4.918 0.775 -1.338
O: 0.794 2.361 -0.513
C: 0.692 1.517 -1.511
O: -0.099 0.588 -1.526
C: 1.635 1.778 -2.636
C: 1.767 0.813 -3.624
C: 2.642 0.986 -4.697
C: 3.355 2.158 -4.724
O: 4.246 2.582 -5.669
C: 4.830 3.771 -5.134
O: 4.021 4.198 -4.044
C: 3.221 3.125 -3.741
C: 2.375 2.970 -2.678
H: 1.171 -0.085 -3.541
H: 2.757 0.238 -5.469
H: 4.842 4.542 -5.901
H: 5.840 3.546 -4.776
H: 2.276 3.714 -1.902
C: -2.612 -5.128 -0.957
C: -1.584 -4.331 -0.232
C: -0.465 -4.706 0.480
C: 0.132 -3.523 0.944
N: -0.591 -2.488 0.517
N: -1.635 -2.994 -0.175
C: 1.364 -3.400 1.771
H: -2.279 -6.158 -1.058
H: -2.792 -4.726 -1.954
H: -3.558 -5.127 -0.413
H: -0.105 -5.707 0.642
H: -2.296 -2.358 -0.597
H: 2.064 -4.186 1.493
H: 1.118 -3.535 2.826
H: 1.842 -2.432 1.645

***

Record 4
Below is a molecular structure, C26H23BN10SV, with properties calculated with wB97M-V/def2-TZVPD.

Calculated total energy (hartree): -2918.3026
Charge: +3
Orbital gap (eV): 4.86

CARTESIAN COORDINATES (ANGSTROEM)
V: -0.481 0.328 -0.335
C: -4.128 1.452 1.399
C: -2.956 1.799 0.778
N: -2.226 0.679 0.510
N: -2.944 -0.380 0.981
C: -4.080 0.056 1.510
B: -2.350 -1.804 0.844
N: -2.131 -1.995 -0.671
C: -2.548 -2.904 -1.541
C: -2.041 -2.587 -2.812
C: -1.308 -1.443 -2.632
N: -1.361 -1.077 -1.318
N: -0.955 -1.770 1.521
C: -0.532 -2.417 2.608
C: 0.768 -2.012 2.906
C: 1.089 -1.096 1.926
N: 0.047 -0.948 1.087
H: -4.918 2.105 1.730
H: -2.580 2.778 0.529
H: -4.790 -0.633 1.941
H: -3.050 -2.632 1.318
H: -3.175 -3.725 -1.228
H: -2.202 -3.128 -3.728
H: -0.746 -0.857 -3.340
H: -1.172 -3.128 3.107
H: 1.388 -2.354 3.717
H: 2.004 -0.548 1.766
S: 3.582 -0.008 -2.422
C: 3.363 -1.542 -1.643
C: 4.256 -2.618 -1.664
C: 3.835 -3.805 -1.110
C: 2.549 -3.922 -0.573
C: 1.675 -2.850 -0.537
C: 2.100 -1.627 -1.050
N: 1.377 -0.418 -1.169
C: 2.040 0.447 -1.917
C: 1.262 1.621 -2.305
C: 1.539 2.599 -3.231
C: 0.538 3.539 -3.521
C: -0.716 3.487 -2.923
C: -0.999 2.523 -1.962
C: 0.010 1.595 -1.682
H: 5.231 -2.525 -2.123
H: 4.493 -4.663 -1.114
H: 2.227 -4.879 -0.186
H: 0.676 -2.981 -0.146
H: 2.491 2.637 -3.746
H: 0.743 4.315 -4.247
H: -1.479 4.204 -3.197
H: -1.979 2.492 -1.505
N: 0.015 2.561 4.630
C: 0.448 2.547 3.368
C: -0.162 1.757 2.364
N: 0.273 1.778 1.103
C: 1.331 2.555 0.813
C: 1.938 3.302 1.821
N: 1.511 3.302 3.061
H: -0.789 2.045 4.939
H: 0.493 3.151 5.295
H: -0.980 1.097 2.613
H: 1.686 2.605 -0.201
H: 2.799 3.920 1.593

***

Record 5
Below is a molecular structure, C26H23BrCl4N2O4S3Y, with properties calculated with wB97M-V/def2-TZVPD.

Calculated total energy (hartree): -7062.7184
Charge: +1
Orbital gap (eV): 7.48

CARTESIAN COORDINATES (ANGSTROEM)
Y: 0.585 0.507 0.117
C: -0.439 -1.565 -2.929
C: -0.524 -2.698 -1.914
S: 0.365 -2.359 -0.369
C: -0.842 -2.741 0.936
C: -2.190 -2.039 0.847
S: -2.099 -0.220 0.857
C: -3.142 0.256 -0.545
C: -2.751 -0.289 -1.912
S: -1.030 0.065 -2.391
H: 0.595 -1.386 -3.229
H: -0.981 -1.842 -3.834
H: -1.557 -2.938 -1.669
H: -0.095 -3.596 -2.361
H: -0.996 -3.820 0.950
H: -0.310 -2.461 1.847
H: -2.751 -2.344 -0.036
H: -2.782 -2.336 1.713
H: -4.173 -0.023 -0.324
H: -3.107 1.348 -0.536
H: -2.899 -1.366 -1.962
H: -3.402 0.154 -2.666
Cl: -0.705 2.989 6.455
C: -0.215 1.973 5.159
C: 0.120 0.644 5.394
Cl: 0.041 -0.006 6.983
C: 0.515 -0.171 4.328
Cl: 0.909 -1.834 4.564
C: 0.581 0.338 3.042
O: 0.956 -0.388 1.974
C: 0.217 1.676 2.799
O: 0.261 2.090 1.518
C: -0.168 2.481 3.858
Cl: -0.595 4.120 3.520
C: 3.590 -0.487 -1.460
O: 2.642 0.571 -1.220
C: 3.175 1.847 -1.018
C: 4.520 2.118 -0.871
C: 4.905 3.425 -0.590
Br: 6.740 3.805 -0.411
C: 3.975 4.430 -0.408
C: 2.620 4.146 -0.544
C: 2.236 2.864 -0.907
O: 0.913 2.526 -1.157
C: 1.592 5.169 -0.306
N: 1.675 6.409 -0.658
C: 0.472 6.981 -0.245
C: 0.034 8.298 -0.362
C: -1.207 8.604 0.159
C: -2.002 7.628 0.780
C: -1.585 6.315 0.892
C: -0.336 6.016 0.361
N: 0.378 4.820 0.282
H: 4.190 -0.246 -2.336
H: 3.006 -1.384 -1.641
H: 4.224 -0.633 -0.586
H: 5.269 1.346 -0.959
H: 4.276 5.435 -0.152
H: 0.361 3.308 -0.933
H: 0.655 9.045 -0.836
H: -1.578 9.617 0.093
H: -2.965 7.912 1.182
H: -2.197 5.565 1.375
H: 0.291 4.074 0.977

***

Record 6
Below is a molecular structure, C26H23BrN4O6STa in a non-equilibrium geometry, with properties calculated with wB97M-V/def2-TZVPD.

Calculated total energy (hartree): -4703.4572
Charge: +3
Orbital gap (eV): 6.21

CARTESIAN COORDINATES (ANGSTROEM)
Ta: -1.377 0.686 0.043
N: -2.301 2.533 1.045
C: -3.177 3.245 0.076
C: -2.840 2.816 -1.341
O: -3.334 3.127 -2.345
O: -1.739 1.860 -1.303
H: -2.817 2.305 1.893
H: -1.554 3.165 1.328
H: -3.072 4.328 0.143
H: -4.228 3.010 0.243
N: 2.464 -4.895 -2.718
C: 2.715 -4.030 -1.726
O: 3.769 -3.902 -1.139
C: 1.610 -3.063 -1.342
C: 1.448 -2.784 0.013
C: 0.587 -1.783 0.392
N: -0.113 -1.068 -0.512
C: 0.011 -1.361 -1.822
C: 0.863 -2.348 -2.272
H: 3.192 -5.548 -2.972
H: 1.535 -5.072 -3.061
H: 2.013 -3.331 0.754
H: 0.447 -1.533 1.437
H: -0.597 -0.794 -2.519
H: 0.953 -2.536 -3.333
Br: -7.118 -2.678 3.420
C: -6.214 -2.510 1.795
C: -6.663 -3.213 0.665
N: -6.083 -3.153 -0.533
C: -5.022 -2.383 -0.666
C: -4.493 -1.641 0.404
C: -5.107 -1.708 1.671
C: -3.353 -0.837 0.174
O: -2.804 -0.082 1.153
O: -2.721 -0.692 -0.920
H: -7.536 -3.852 0.744
H: -4.565 -2.339 -1.648
H: -4.723 -1.152 2.516
O: 0.214 1.280 0.854
S: 1.631 1.751 1.550
C: 2.738 0.450 1.270
C: 3.298 0.139 0.024
C: 4.206 -0.896 -0.042
C: 4.566 -1.595 1.114
C: 4.024 -1.262 2.348
C: 3.098 -0.236 2.436
C: 2.066 3.106 0.534
C: 1.900 3.120 -0.852
C: 2.332 4.231 -1.551
C: 2.928 5.296 -0.874
C: 3.079 5.269 0.504
C: 2.633 4.172 1.228
H: 3.060 0.714 -0.859
H: 4.664 -1.155 -0.987
H: 5.287 -2.397 1.040
H: 4.335 -1.788 3.240
H: 2.685 0.053 3.396
H: 1.443 2.290 -1.377
H: 2.215 4.271 -2.625
H: 3.271 6.155 -1.434
H: 3.534 6.103 1.021
H: 2.737 4.146 2.306

***

Record 7
Below is a molecular structure, C26H23CaCl3N4O4S3 in a non-equilibrium geometry, with properties calculated with wB97M-V/def2-TZVPD.

Calculated total energy (hartree): -4777.5791
Charge: -2
Orbital gap (eV): 4.94

CARTESIAN COORDINATES (ANGSTROEM)
Ca: -0.131 -2.398 0.801
N: 1.694 -3.787 1.818
C: 1.332 -5.128 1.327
C: 1.068 -5.064 -0.194
O: 1.773 -5.763 -0.952
N: 0.094 -4.218 -0.502
C: -0.166 -3.948 -1.904
C: -0.518 -2.470 -2.181
O: -0.724 -2.143 -3.357
O: -0.562 -1.678 -1.172
H: 1.715 -3.736 2.829
H: 2.599 -3.512 1.458
H: 2.098 -5.887 1.505
H: 0.411 -5.421 1.837
H: 0.687 -4.211 -2.538
H: -1.013 -4.539 -2.275
S: -1.133 -3.129 3.419
C: -2.378 -1.928 3.758
C: -3.455 -2.289 4.581
C: -4.472 -1.412 4.923
C: -4.440 -0.111 4.433
C: -3.389 0.270 3.614
C: -2.351 -0.599 3.256
S: -1.070 0.013 2.202
H: -3.470 -3.307 4.954
H: -5.285 -1.745 5.561
H: -5.224 0.597 4.681
H: -3.352 1.281 3.221
Cl: 2.137 0.649 -6.038
C: 1.837 1.281 -4.438
C: 1.000 0.602 -3.573
C: 0.779 1.146 -2.316
C: 1.374 2.339 -1.910
C: 1.097 2.838 -0.511
C: 2.292 2.655 0.434
N: 2.667 1.256 0.471
C: 3.598 0.585 -0.293
C: 3.376 -0.742 -0.060
N: 2.326 -0.895 0.818
C: 1.941 0.319 1.119
O: 0.683 4.200 -0.496
C: -0.616 4.358 0.075
C: -1.668 3.745 -0.807
C: -2.096 4.293 -1.978
Cl: -1.613 5.815 -2.630
S: -3.185 3.287 -2.830
C: -3.096 2.094 -1.603
C: -2.268 2.465 -0.593
C: 2.220 2.975 -2.811
Cl: 3.071 4.447 -2.385
C: 2.456 2.465 -4.075
H: 0.512 -0.328 -3.849
H: 0.123 0.604 -1.640
H: 0.289 2.207 -0.129
H: 1.999 2.960 1.439
H: 3.135 3.266 0.117
H: 4.282 1.107 -0.942
H: 3.877 -1.590 -0.500
H: 1.127 0.560 1.793
H: -0.767 5.433 0.172
H: -0.659 3.906 1.072
H: -3.630 1.163 -1.706
H: -2.056 1.819 0.257
H: 3.116 2.980 -4.759

***

Record 8
Below is a molecular structure, C26H23Cl5N7OTi in a non-equilibrium geometry, with properties calculated with wB97M-V/def2-TZVPD.

Calculated total energy (hartree): -4612.6988
Charge: +3
Orbital gap (eV): 6.21

CARTESIAN COORDINATES (ANGSTROEM)
Ti: -0.626 0.015 0.280
N: -0.410 0.517 4.668
C: -0.984 0.366 3.503
N: -0.378 -0.170 2.459
C: 0.935 -0.639 2.611
N: 1.488 -1.318 1.636
N: 0.568 -1.507 0.624
C: 0.475 -2.585 -0.059
C: -0.810 -2.777 -0.751
C: -1.073 -3.872 -1.535
C: -2.380 -4.070 -1.990
C: -3.357 -3.168 -1.630
C: -3.006 -2.072 -0.843
N: -1.768 -1.872 -0.410
C: 1.636 -0.429 3.852
C: 2.967 -0.817 4.052
C: 3.551 -0.621 5.281
C: 2.819 -0.046 6.326
C: 1.507 0.341 6.147
C: 0.928 0.147 4.905
H: -0.949 0.916 5.426
H: -2.006 0.709 3.406
H: 1.219 -3.370 0.025
H: -0.285 -4.578 -1.767
H: -2.622 -4.935 -2.595
H: -4.387 -3.306 -1.931
H: -3.755 -1.350 -0.544
H: 3.515 -1.265 3.234
H: 4.577 -0.917 5.446
H: 3.286 0.099 7.291
H: 0.944 0.789 6.960
Cl: -2.651 1.428 0.532
C: -1.289 2.529 0.890
C: -0.069 1.920 0.741
C: 1.037 2.650 1.149
Cl: 2.608 1.933 1.105
C: 0.888 3.951 1.633
Cl: 2.252 4.828 2.139
C: -0.389 4.532 1.724
Cl: -0.573 6.111 2.309
C: -1.520 3.801 1.361
Cl: -3.102 4.414 1.493
C: 2.256 -0.033 -2.259
N: 1.110 0.014 -3.178
C: 1.449 -0.155 -4.610
C: 0.215 -0.477 -5.418
C: -0.871 0.509 -5.057
N: -1.132 0.452 -3.602
C: -2.504 0.765 -3.185
C: -0.130 0.229 -2.778
O: -0.365 0.226 -1.463
H: 2.541 -1.060 -2.035
H: 2.055 0.504 -1.347
H: 3.095 0.454 -2.750
H: 2.182 -0.957 -4.672
H: 1.928 0.761 -4.958
H: -0.126 -1.493 -5.206
H: 0.444 -0.420 -6.481
H: -1.807 0.278 -5.557
H: -0.590 1.529 -5.325
H: -3.186 0.001 -3.555
H: -2.792 1.724 -3.613
H: -2.581 0.835 -2.111

***

LUMO energy / eV: 2.84, 2.25, 0.10, -11.99, -2.68, -10.23, 3.67, -10.51